[1]
# C18H60N6O12

A 12-piece molecular cluster, C18H60N6O12 overall in a non-equilibrium geometry (ωB97M-V/def2-TZVPD, OMol25).

Kohn-Sham gap ... 8.3 eV
E_LUMO ... -0.277 eV
Molecular weight ... 552.71 g mol⁻¹
Total charge ... 0
Relative energy (zero: lowest compared OMol25 entry of this formula, charge and spin) ... 205.80 kcal per mole
Structure (SMILES) ... NC(N)=O.NC(N)=O.NC(N)=O.CCO.CCO.CCO.CCO.CCO.CCO.CO.CO.CO

Atoms and positions in Å:
O -1.1040 2.5180 -1.3176
O -5.8407 -3.1027 2.1943
O 2.9774 -0.6345 1.3264
O -0.5923 -3.9063 4.4050
O -0.7483 -1.3866 -0.1437
O 4.7586 -3.5414 -2.1298
O -3.3327 1.0721 -1.3941
O 0.2866 2.4176 1.8158
O 1.4669 2.1728 -4.1399
O -1.2235 1.3553 3.8823
O -0.6931 -2.9116 -2.9212
O 2.6549 1.7006 -0.7371
N 3.7982 -3.2191 0.0000
N 0.1924 4.1107 -2.7238
N 3.5565 -1.6530 -1.4945
N 3.5930 0.0676 3.4456
N 3.8524 1.4512 1.7622
N 0.9335 3.5359 -0.7691
C 3.7767 2.0865 -1.5114
C -3.5536 -2.6880 1.7624
C -3.1129 -0.4882 -3.2739
C -3.5413 -0.2114 -1.8496
C -2.7197 1.0688 2.0815
C 0.2214 3.6567 2.4974
C 0.7443 -2.2240 3.0269
C 0.5869 0.2000 -5.1221
C 0.2929 -0.4853 -0.5012
C -1.8096 0.3655 3.0341
C 3.9692 -2.8430 -1.2308
C 0.6554 -3.1380 -3.1176
C 3.4269 0.3060 2.1840
C -0.4326 -3.1242 3.2039
C -1.1792 4.3221 2.3204
C -0.0227 3.4264 -1.6507
C -4.9057 -2.7757 1.1564
C 0.9711 0.8732 -3.8359
H 1.2338 -2.1941 -3.0505
H -6.6010 -2.5367 2.1920
H 3.3579 -0.8528 3.7172
H 3.0813 -1.0996 -0.7859
H -0.9206 -3.6522 -2.3280
H 0.5638 -1.6604 2.1080
H -1.1299 5.2657 2.9068
H 0.7310 -1.3703 3.7675
H -3.1962 -3.5162 2.4335
H 1.6840 4.1645 -0.8980
H -3.1465 1.9787 2.5614
H -0.5342 -3.7411 2.2872
H -3.4758 0.4002 1.6855
H 2.0283 2.4532 -0.7774
H -1.3719 -2.5504 3.1421
H 0.8635 -3.8164 -3.9729
H -5.0788 -3.5495 0.3953
H -1.7617 3.5887 2.8670
H 4.3601 2.6121 -0.7881
H 0.4230 0.2793 0.3088
H -0.0724 0.1479 -1.3313
H -1.5120 4.3956 1.2837
H 0.1365 -0.8544 -5.0167
H 1.0389 4.2788 2.0580
H 4.2630 2.2706 2.2875
H -2.4639 -0.3352 3.7270
H -3.1064 -0.8301 -1.0535
H -0.6400 4.3035 -3.3196
H 0.5823 3.3980 3.5079
H -0.1604 0.8442 -5.6678
H -4.5863 -0.4181 -1.7581
H 1.7005 -2.7121 3.0004
H 0.9674 -3.6995 -2.2467
H 0.6401 3.2160 0.1197
H 1.1979 -0.8940 -0.6337
H 4.4676 -3.9790 0.2997
H -3.4670 -1.8095 2.4121
H -0.9115 -1.8889 -0.9094
H 4.1964 0.5905 4.1692
H 1.4498 0.1113 -5.7613
H 0.9234 2.8045 -3.5698
H -1.0206 -0.2891 2.7037
H -0.2946 1.8814 2.3428
H -2.1460 1.4455 1.1850
H -2.4303 1.3700 -1.1760
H -5.1803 -1.8290 0.7982
H -3.5333 -1.4302 -3.4929
H -1.7505 1.5217 4.6474
H -3.5299 0.1381 -4.1202
H 0.0229 1.0858 -3.2629
H 3.5219 1.5061 0.8123
H 4.0269 -1.3398 -2.3257
H 0.9804 4.7437 -2.8287
H 4.3726 1.2709 -1.8949
H -2.0785 -0.6351 -3.3099
H 3.2704 -2.7309 0.7082
H 1.6305 0.2837 -3.1935
H 3.4087 2.7225 -2.3700
H -0.0715 -4.7487 4.2862
H -2.8554 -2.4832 0.8879

Mulliken population analysis, charges in e, atoms 1 to 2: -0.597, -0.563


[2]
# C18H66N10O15

A 15-piece molecular cluster, C18H66N10O15 overall in a non-equilibrium geometry (ωB97M-V/def2-TZVPD, OMol25).

Kohn-Sham gap ... 8.3 eV
E_LUMO ... -0.171 eV
Molecular weight ... 662.78 g mol⁻¹
Total charge ... 0
Relative energy (zero: lowest compared OMol25 entry of this formula, charge and spin) ... 11.47 kcal per mole

Atoms and positions in Å:
O 2.4934 4.4939 2.1776
O -2.2845 -0.7923 -2.4935
O -3.6153 -2.0511 2.7613
O 0.5178 -2.9300 -0.3450
O 2.1066 -0.7736 3.6336
O -0.7570 0.6995 0.8848
O -1.2273 0.7576 -5.0028
O 2.4281 -0.9670 -2.5151
O -0.4898 4.5053 -0.7484
O -4.0983 0.6626 -4.6711
O -0.7997 1.6496 3.4229
O 4.9555 -0.3943 0.1753
O 3.8333 2.8924 -2.4109
O 2.8805 -4.5290 1.2544
O -4.7699 2.3402 -0.0538
N 3.3170 -2.0904 -0.1325
N 0.1206 -0.1933 -1.1137
N 1.3659 -0.2344 0.6485
N -5.3257 2.3764 -3.6211
N 2.0476 -5.2561 3.3650
N 1.5635 2.3012 -2.2628
N 0.7767 -3.9735 2.1225
N 4.0090 -1.7942 1.8586
N -3.8899 1.4258 -2.4217
N 2.9816 1.2161 -1.0019
C -2.4102 -1.2557 2.7751
C -1.1949 2.9602 3.7783
C 0.2346 0.0617 0.1411
C -3.2313 -1.2764 -0.4561
C 3.1926 3.3172 2.1872
C 2.0836 -0.6079 -3.8306
C -4.5081 1.3981 -3.5693
C 0.9322 -1.4710 4.0613
C 1.9011 -4.6337 2.2513
C -3.5625 2.4764 0.5924
C 0.3256 -3.6325 -1.5840
C -0.9194 1.8285 -4.2046
C 4.1500 -1.4159 0.5913
C -0.2067 3.7490 0.3608
C 2.1901 2.1318 2.5170
C 2.8129 2.1536 -1.8537
C -3.1621 -1.6997 -1.8890
C 1.6609 -4.1767 -2.0682
H 0.3566 4.3917 1.0717
H -0.5250 -4.2935 -1.5344
H -2.0738 -1.1203 -3.3693
H -1.0324 5.2801 -0.5355
H 0.8603 -0.5857 -1.7348
H 2.0575 -4.8288 -1.3794
H -4.2948 1.8151 -1.5106
H -2.2162 0.7467 -5.0588
H -5.4100 2.5537 0.5875
H 2.6714 1.2097 2.4334
H -2.5591 -0.3642 2.2020
H -5.9790 2.4433 -2.8430
H 1.0269 -0.2569 -3.8512
H 4.5506 -1.2199 2.5800
H 4.1135 3.1726 2.7847
H -2.8141 -2.7804 -1.8555
H 3.1187 -3.0538 0.2176
H 2.7515 -0.1318 -2.1633
H 0.6488 -3.4437 1.2315
H 3.5939 -2.7077 2.0501
H 0.3690 -1.9519 -0.5225
H 0.1026 2.1704 -4.2841
H -3.6538 -0.2883 -0.3454
H -2.7455 2.1422 -0.0180
H 2.5729 -1.1521 2.9048
H 2.1959 4.6435 3.0912
H -1.1615 3.3712 0.7197
H -1.0599 1.4360 2.4923
H -2.2131 3.1056 3.4672
H -3.3444 0.5602 -2.3611
H 0.2471 -1.2580 3.1996
H 1.4849 -0.0005 1.5842
H 1.8811 2.3567 3.5128
H 2.2195 0.7481 -0.3779
H 1.5449 -4.6064 -3.0696
H 1.1690 -2.5181 4.1677
H 1.4292 -5.0617 4.1481
H -4.1032 -1.6801 -2.3655
H -1.0960 1.4918 -3.1592
H 2.0597 -1.5206 -4.4831
H -3.6167 -2.7042 3.4607
H 1.2961 2.1274 1.9356
H 1.3707 3.1640 -2.8062
H -5.8679 2.5751 -4.4009
H -1.5032 2.7009 -4.5221
H -0.1679 -2.9517 -2.3012
H -2.2531 -1.2741 -0.0188
H 0.8801 1.5285 -1.9584
H 0.4564 2.9403 -0.0070
H -0.8424 -0.1501 -1.4643
H 2.6263 -6.0587 3.5642
H -1.6760 -1.8115 2.2508
H -2.0488 -1.1231 3.7998
H -3.5126 3.5284 0.7688
H 0.0051 -3.9760 2.7540
H -0.4993 3.5351 3.1709
H -0.9495 3.2217 4.7599
H 2.6706 0.2092 -4.2423
H 0.4775 -1.1188 5.0603
H -3.7826 -2.0493 0.1077
H 3.5347 3.1037 1.1691
H 2.0450 -0.9826 0.3873
H 3.9265 0.9521 -0.7027
H 3.1838 -1.7969 -1.0838
H -3.4635 1.8600 1.4873
H 2.5391 -3.5124 -2.1031

Mulliken population analysis, charges in e, atoms 1 to 2: -0.512, -0.461


[3]
# C18H66N10O15

A 15-piece molecular cluster, C18H66N10O15 overall in a non-equilibrium geometry (ωB97M-V/def2-TZVPD, OMol25).

Kohn-Sham gap ... 8.7 eV
E_LUMO ... 0.074 eV
Molecular weight ... 662.78 g mol⁻¹
Total charge ... 0
Relative energy (zero: lowest compared OMol25 entry of this formula, charge and spin) ... 29.84 kcal per mole

Atoms and positions in Å:
O -4.4671 -1.4146 2.3948
O -5.7314 -1.9004 -3.7811
O 3.9276 -0.7041 2.8534
O 0.7866 -3.4086 1.7263
O -2.5009 -3.5186 0.7529
O 1.4311 -1.3939 6.1183
O -4.1675 0.5658 0.6677
O -0.9844 4.4702 1.2567
O -0.1590 -2.3829 -2.5821
O 5.2421 -1.6135 -2.8537
O -0.1335 0.8808 -2.6816
O -0.9422 -0.8610 1.9442
O 3.6247 3.8272 -2.2318
O 0.9267 2.2983 1.9939
O 5.6088 1.9267 0.6263
N -1.1244 -1.3709 -0.3014
N 4.2159 2.7768 -4.2249
N 2.2629 2.3886 -3.3165
N -2.0262 2.3166 -2.9222
N -3.9908 -0.5326 -3.2209
N 0.2668 0.3232 0.1460
N -2.8419 -1.2102 4.1049
N -4.8870 -1.6348 -1.6218
N -4.8406 -1.7135 4.7645
N -2.2423 0.6683 -1.6522
C -3.4441 1.6906 1.0983
C 4.1500 -0.7377 -2.9963
C 3.3119 1.6325 0.1052
C 4.8028 1.1716 -0.1656
C -1.8199 -4.4333 -0.0615
C -0.4848 -0.6549 0.5847
C -4.0465 -1.4568 3.7203
C -0.9918 4.0291 -0.1188
C 2.9180 -1.0715 -2.2117
C 1.7182 -3.6192 0.7172
C -1.4058 -2.5947 -3.2013
C 0.3017 4.3459 -0.8429
C 0.5151 -0.7084 5.2477
C -4.8285 -1.4249 -2.8777
C 3.3947 2.9885 -3.2039
C 2.6102 -0.7981 2.4909
C -0.0648 1.9800 2.9744
C -1.4332 1.2898 -2.4212
H 1.8935 0.1645 2.6065
H -2.1330 -1.0899 3.4058
H 1.2222 4.0950 -0.2619
H -3.2380 -0.0401 -2.6492
H -3.0579 1.0684 -1.2174
H 0.6127 0.3204 -0.8550
H -2.3342 -5.3615 -0.3710
H -2.1627 -2.0086 -2.6180
H -1.1743 2.9450 -0.0051
H -4.8286 -0.9698 5.4658
H 5.2169 2.7365 -3.9192
H 3.9574 0.1653 3.2676
H 2.4044 -1.8871 -2.6983
H -2.9740 2.5399 -2.5279
H 1.9145 -2.1562 5.7424
H -0.9266 2.3765 2.5516
H 0.3782 -2.6371 1.3467
H 2.0758 1.7389 -4.0917
H 3.0511 1.2859 1.1194
H -1.8504 4.3215 -0.6917
H -1.7227 -3.6624 -3.2332
H -4.4090 -1.0893 -0.9628
H 5.5567 2.8246 0.3397
H -2.4249 1.4692 1.2783
H 1.3068 -3.8396 -0.2948
H 5.1757 1.3043 -1.2268
H 4.9072 0.0400 0.0734
H -5.8426 -2.0309 -1.3491
H -1.4195 -4.0044 -0.9730
H 2.5135 -0.8953 1.4106
H 0.6727 0.9544 0.8309
H -2.4882 -1.6499 4.9657
H -0.3354 -1.2364 4.7610
H -5.7777 -1.9621 4.4032
H 0.0721 0.0903 5.7623
H 1.5919 2.4875 -2.5976
H 3.9403 -0.7434 -4.0586
H 2.4225 -4.4703 0.9470
H 2.1073 -1.5650 3.1351
H -1.3949 -2.0924 -4.1595
H -3.9322 -0.0144 1.3638
H 2.3373 -2.8128 0.6700
H 2.7590 1.0295 -0.5343
H 0.4102 3.7809 -1.7525
H -3.8541 2.1221 1.9802
H 0.1606 2.4967 3.8697
H 4.3928 0.2280 -2.7850
H -1.8611 4.3342 1.6385
H -2.6346 -3.8688 1.6721
H -1.4562 2.9916 -3.5126
H -1.8329 -2.1020 0.0278
H -0.6947 -1.7761 -1.2332
H 1.0964 -0.2557 4.4365
H -1.7923 -0.1561 -1.1028
H 4.0872 2.0668 -4.9888
H -0.8767 -4.7974 0.4300
H 3.1524 2.7276 0.0864
H -3.4656 2.4055 0.2755
H 2.2358 -0.2363 -2.3020
H 2.9927 -1.2260 -1.1287
H 1.0703 3.2405 2.0418
H -0.0410 0.9161 3.1455
H 0.4574 -2.9830 -3.0126
H 0.3766 5.4415 -0.9963
H 5.9168 -1.4200 -3.5645
H -3.9607 -0.0808 -4.1731

Mulliken population analysis, charges in e, atoms 1 to 2: -0.670, -0.811


[4]
# C18H69N15O15

A 15-piece molecular cluster, C18H69N15O15 overall in a non-equilibrium geometry (ωB97M-V/def2-TZVPD, OMol25).

Kohn-Sham gap (alpha / beta) ... 8.6 / 3.0 eV
E_LUMO (alpha / beta) ... -2.199 / -7.735 eV
Molecular weight ... 735.84 g mol⁻¹
Total charge ... +1
2S+1 ... 2

Atoms and positions in Å:
O -5.8425 -0.8208 -4.6447
O 2.5511 -2.2808 -5.2271
O -2.3836 2.6326 0.6011
O 3.7007 2.1594 2.3575
O 6.2104 -1.8881 0.5746
O 3.5152 2.8851 -0.0728
O -0.4043 -0.0069 -3.6901
O 2.4183 1.3417 -2.1944
O 2.4490 -2.1008 3.5744
O 1.1536 -0.6651 -0.0731
O -1.3559 -2.8130 -0.4212
O -2.6125 0.4670 2.1002
O 3.1811 6.9000 2.1643
O -0.7928 -1.3960 2.8947
O -3.0922 -5.3106 0.7130
N 3.3692 -0.3484 -4.5869
N 5.6102 0.2077 0.6863
N -4.2483 3.6921 1.3119
N 1.9650 -1.3537 -3.2617
N 1.9186 5.3192 0.2775
N -2.6835 -2.3762 -3.0560
N -3.5652 3.7769 -0.8228
N 4.3845 -1.0749 -0.4702
N -0.9413 -0.0757 -0.2990
N 0.7208 -3.4011 -1.0726
N 0.5413 1.4482 0.3158
N -4.3580 -4.6272 2.4604
N 0.2844 -3.6493 4.2885
N -3.5986 -3.2328 1.0949
N -0.9055 -4.8587 -1.0787
C -0.1340 5.0595 1.5001
C 0.3133 0.1752 0.0107
C 2.0491 -3.1395 2.7125
C -3.9154 -0.5880 -2.2499
C 1.9911 6.1178 2.5215
C 1.1099 5.9293 1.3237
C 1.2270 -4.2136 3.3919
C -4.0535 -1.8083 -3.0809
C 2.9637 -0.9826 2.9203
C -4.5032 -1.4042 -4.5104
C -3.3085 3.3900 0.3819
C 2.6292 -1.4136 -4.4133
C -6.1543 -0.4161 -5.9740
C 4.1297 6.9215 3.1304
C 0.3972 -5.1183 2.4246
C -0.5434 -3.6602 -0.8119
C 5.4636 -1.0130 0.2649
C -3.7070 -4.4824 1.3507
H 3.1399 0.4632 -4.0312
H -1.8263 -5.1219 -0.7579
H -1.1851 -1.0128 -0.5861
H 0.1616 4.0175 1.6225
H 4.4048 5.9312 3.4932
H 2.8400 3.5635 -0.0588
H -2.9408 -3.0722 0.3455
H 2.1787 -0.3975 2.4413
H 1.5797 -2.8181 1.7827
H 1.1056 -2.5046 -0.8109
H -4.2118 3.3210 2.2505
H -3.0162 3.4883 -1.6200
H 1.9548 -4.8346 3.9141
H -4.1091 -5.4620 2.9715
H -5.3990 0.2678 -6.3614
H -4.3120 4.4512 -0.9103
H 0.5103 -0.2891 -3.6920
H 5.1327 1.0160 0.3139
H 3.6799 -0.3556 -0.3916
H 3.5093 2.3024 3.2844
H -1.4329 -0.8718 2.4134
H 1.5936 1.2240 -1.7228
H 4.2266 -1.9275 -0.9881
H -2.4111 -2.4698 -2.0879
H 0.8238 6.9383 1.0269
H 0.0495 -0.9854 2.6990
H -0.3549 -3.1027 3.7294
H -6.1960 -1.2098 -6.7198
H -4.8012 -3.8360 2.9050
H 2.8412 5.5822 0.5936
H 0.7882 -2.9482 4.8124
H -3.7136 -0.9088 -5.0754
H -4.6011 0.1885 -2.5889
H 3.7470 -1.2775 2.2221
H 1.2964 -2.0760 -3.0352
H -4.1095 -2.4532 1.4840
H -0.2763 2.0065 0.5155
H -2.6998 -3.3365 -3.3684
H -2.5557 1.1522 1.4343
H 2.2052 -0.5842 -2.6532
H -0.2209 -5.5916 -0.9594
H 2.9395 1.9107 -1.6280
H -7.1585 -0.0124 -6.1032
H -0.4220 -4.5520 1.9816
H 1.4543 6.6314 3.3191
H -4.2402 -0.7778 -1.2269
H 1.5098 1.6851 0.4767
H -0.9028 -0.8092 -3.5348
H 1.8941 5.9711 -0.4935
H 1.3551 -4.1297 -1.3675
H 1.0634 -5.5293 1.6660
H 6.3352 0.4218 1.3562
H -0.7697 4.9270 0.6247
H 3.7459 7.3558 4.0535
H 2.1710 5.1302 2.9461
H 3.3547 -0.3117 3.6853
H -3.5281 0.1886 2.0806
H -5.0116 4.3118 1.0809
H -4.5797 -2.4156 -4.9096
H 0.1043 -6.0055 2.9860
H 2.9930 -3.5342 2.3366
H -2.9237 -0.1648 -2.4097
H -4.8963 -2.4132 -2.7463
H -0.7896 5.3002 2.3371
H 4.6391 1.9725 2.3323
H 3.6670 2.6786 0.8495
H -1.6611 0.6302 -0.3594
H 5.0461 7.4101 2.7992
H 4.0717 -0.2397 -5.3044

Mulliken population analysis, charges in e, atoms 1 to 2: -0.319, -0.683


[5]
# C18H9Co2NO9

C18H9Co2NO9 as an isolated structure in a non-equilibrium geometry (ωB97M-V/def2-TZVPD, OMol25).

Kohn-Sham gap ... 4.2 eV
E_LUMO ... -3.329 eV
Molecular weight ... 501.13 g mol⁻¹
Total charge ... 0

Atoms and positions in Å:
Co -0.5362 0.5672 3.4278
Co 1.7350 1.4519 1.4435
O 0.0132 1.6035 -4.5475
O 2.7352 3.5782 3.2392
O -3.3966 -0.0392 3.3139
O 1.9946 2.2185 -1.3654
O 0.8802 -1.9338 4.0828
O -3.4537 1.1021 -1.7853
O -3.3497 2.1061 -3.8324
O 0.2921 2.6522 5.3842
O 3.4211 -0.9648 1.6956
N -1.4848 1.2071 -2.8631
C -2.2869 0.2040 3.3791
C 1.0403 -4.1965 -0.7500
C -0.0287 1.8540 4.6393
C 0.2929 -1.5581 -0.2409
C -2.2792 2.3187 -4.7109
C 1.9040 1.9459 -0.2637
C -0.2871 1.6533 1.7358
C -2.8215 1.4535 -2.7586
C 0.6980 -1.9698 -1.5427
C 0.6316 -3.8330 0.5232
C 1.0766 -3.2633 -1.7734
C 0.0483 -0.2321 0.0655
C 0.3391 -0.9557 3.8668
C 2.7863 -0.0223 1.6252
C -1.0869 1.6764 -4.0483
C 0.2658 -2.5452 0.7828
C 2.3390 2.7581 2.5570
C 0.0533 0.2633 1.4580
H 0.6661 -4.5456 1.3364
H 0.8265 -1.2295 -2.3141
H 1.3711 -5.2036 -0.9315
H -1.2754 1.9250 1.3591
H -2.5210 1.8495 -5.6759
H 1.4724 -3.5412 -2.7365
H 0.0458 -2.2494 1.7964
H 0.0288 0.4910 -0.7306
H -2.1495 3.4039 -4.8409

natural (NBO) population analysis, charges in e, atoms 1 to 2: 0.113, 0.093


Let's list E in order: -1953.003509, -2401.368689, -2401.339406, -2676.986780, -4188.587169 hartree.